# 1
C4H4LiO5Sm as an isolated structure at a distorted geometry, computed with ωB97M-V with the def2-TZVPD basis set.

Values from the calculation:
LUMO energy (alpha / beta)   -4.758 / -4.641 eV
HOMO energy (alpha / beta)   -10.30 / -10.33 eV
Frontier orbital gap (alpha / beta)   5.54 / 5.69 eV
Total energy   -1196.263129 a.u.

```
! wB97M-V def2-TZVPD RIJCOSX def2/J DEFGRID3
* xyz 1 7
O -0.361 0.640 -3.262
C 0.638 1.280 -2.722
C -1.720 1.290 -2.663
O 1.751 0.812 -2.536
O 0.288 2.447 -2.200
C -1.131 2.642 -2.237
H -2.606 1.052 -2.066
H -2.248 1.285 -3.623
H -1.440 2.922 -1.224
H -1.367 3.445 -2.943
O -1.908 -0.490 0.385
C -0.939 -0.137 -0.375
O -0.238 -1.167 -0.829
Li 1.369 -0.947 -1.765
Sm -1.624 -2.859 0.345
*
```

# 2
A 10-piece molecular cluster, C15H50N10O15 overall at a distorted geometry, computed with ωB97M-V with the def2-TZVPD basis set.

Values from the calculation:
Structure (SMILES)   NC(N)=O.NC(N)=O.NC(N)=O.NC(N)=O.NC(N)=O.OCCO.OCCO.OCCO.OCCO.OCCO
LUMO energy   0.471 eV
HOMO energy   -9.27 eV
Frontier orbital gap   9.74 eV
Total energy   -2277.819642 a.u.

```
! wB97M-V def2-TZVPD RIJCOSX def2/J DEFGRID3
* xyz 0 1
N 4.190 1.759 0.920
C 4.650 2.892 1.461
N 5.668 2.861 2.359
O 4.050 3.978 1.322
H 4.722 0.883 1.089
H 3.312 1.777 0.412
H 6.251 2.075 2.538
H 5.709 3.684 2.970
N -0.925 3.491 -0.218
C 0.397 3.325 0.095
N 1.115 4.359 0.517
O 0.945 2.181 -0.079
H -1.517 4.338 0.011
H -1.573 2.755 -0.474
H 0.756 5.284 0.291
H 2.101 4.108 0.659
N 1.544 -0.435 -0.771
C 1.653 -1.190 -1.830
N 2.332 -2.443 -1.652
O 1.314 -0.874 -2.957
H 2.072 -0.421 0.058
H 0.910 0.375 -0.799
H 2.695 -2.395 -0.729
H 2.914 -2.835 -2.343
N -3.866 2.138 -4.219
C -4.195 2.224 -2.913
N -3.359 1.704 -1.951
O -5.268 2.720 -2.550
H -4.299 2.886 -4.825
H -3.061 1.612 -4.550
H -3.865 1.259 -1.183
H -2.502 1.225 -2.138
N -5.163 2.162 2.487
C -5.160 1.755 1.236
N -6.092 2.325 0.487
O -4.270 1.004 0.746
H -5.986 2.293 2.966
H -4.409 1.878 3.074
H -6.878 2.890 0.762
H -6.046 1.914 -0.444
O -0.269 -4.944 -0.134
C 0.747 -5.785 0.500
C 0.661 -5.587 2.020
O 1.073 -4.263 2.395
H 0.030 -4.094 -0.533
H 0.432 -6.802 0.248
H 1.673 -5.516 0.017
H 1.256 -6.305 2.590
H -0.389 -5.698 2.283
H 0.308 -3.768 2.679
O 5.392 -1.063 1.676
C 4.662 -1.560 2.770
C 3.186 -1.547 2.532
O 2.745 -2.343 1.454
H 5.765 -1.755 1.122
H 5.066 -2.537 2.959
H 4.868 -0.973 3.718
H 2.938 -0.516 2.420
H 2.783 -1.803 3.527
H 2.126 -3.038 1.760
O -0.891 -2.604 -1.459
C -1.976 -1.754 -1.230
C -2.964 -2.477 -0.356
O -2.415 -3.139 0.775
H -0.248 -2.225 -2.087
H -1.596 -0.864 -0.702
H -2.581 -1.553 -2.129
H -3.605 -3.199 -0.943
H -3.645 -1.693 -0.048
H -1.807 -3.849 0.432
O 0.557 2.573 -5.860
C 1.075 2.540 -4.571
C 0.061 2.105 -3.541
O -0.606 0.938 -4.089
H 0.027 1.793 -5.968
H 1.951 1.839 -4.544
H 1.427 3.576 -4.390
H -0.706 2.895 -3.437
H 0.580 1.829 -2.630
H -0.136 0.093 -3.893
O -1.882 0.892 1.832
C -1.444 -0.298 2.447
C -0.157 0.146 3.115
O 0.725 0.261 2.062
H -2.836 0.821 1.591
H -2.218 -0.743 3.108
H -1.222 -1.021 1.628
H 0.145 -0.618 3.830
H -0.310 1.046 3.710
H 0.776 1.069 1.510
*
```

# 3
A 4-piece molecular cluster, C25H32NO overall at a distorted geometry, computed with ωB97M-V with the def2-TZVPD basis set.

Values from the calculation:
LUMO energy   -3.079 eV
HOMO energy   -10.61 eV
Frontier orbital gap   7.53 eV
Total energy   -1101.289958 a.u.

```
! wB97M-V def2-TZVPD RIJCOSX def2/J DEFGRID3
* xyz 1 1
C 3.798 -1.167 4.258
C 3.360 0.421 3.966
N 1.895 0.449 3.483
C 1.351 -0.884 3.951
C 0.038 -1.545 3.226
C -0.927 -0.216 2.530
C -2.438 0.057 3.341
O -1.119 1.033 3.450
C 2.563 -1.900 3.408
H 3.611 -1.460 5.397
H 4.891 -1.386 3.903
H 4.072 0.871 3.122
H 3.270 1.049 4.977
H 1.459 1.191 4.095
H 1.853 0.693 2.452
H 1.348 -1.087 5.127
H -0.697 -2.089 3.986
H 0.291 -2.258 2.317
H -0.903 -0.074 1.284
H -2.362 -0.051 4.527
H -3.208 0.817 2.848
H 2.410 -3.053 3.534
H 2.854 -1.649 2.278
C -4.454 2.419 -0.047
C -5.405 2.329 -1.063
C -5.257 1.382 -2.076
C -4.162 0.518 -2.067
C -3.213 0.605 -1.049
C -3.356 1.558 -0.041
H -4.568 3.160 0.740
H -6.261 2.999 -1.066
H -5.994 1.317 -2.872
H -4.049 -0.224 -2.854
H -2.361 -0.070 -1.042
H -2.614 1.630 0.749
C -5.107 2.837 -5.492
C -6.058 2.747 -6.508
C -5.910 1.800 -7.521
C -4.816 0.935 -7.513
C -3.867 1.023 -6.494
C -4.010 1.976 -5.487
H -5.221 3.578 -4.705
H -6.915 3.416 -6.511
H -6.648 1.735 -8.317
H -4.703 0.194 -8.299
H -3.014 0.348 -6.487
H -3.267 2.048 -4.697
C 6.839 -1.385 1.782
C 5.888 -1.475 0.766
C 6.036 -2.422 -0.247
C 7.131 -3.286 -0.239
C 8.080 -3.199 0.780
C 7.937 -2.246 1.787
H 6.725 -0.644 2.569
H 5.031 -0.805 0.763
H 5.298 -2.487 -1.043
H 7.244 -4.028 -1.025
H 8.932 -3.874 0.787
H 8.679 -2.174 2.577
*
```

# 4
A 6-piece molecular cluster, C20H47BrF2N3O8S2 overall at a distorted geometry, computed with ωB97M-V with the def2-TZVPD basis set.

Values from the calculation:
LUMO energy   2.152 eV
HOMO energy   -5.28 eV
Frontier orbital gap   7.43 eV
Total energy   -5126.517554 a.u.

```
! wB97M-V def2-TZVPD RIJCOSX def2/J DEFGRID3
* xyz -1 1
O -17.319 -14.629 11.087
H -16.893 -14.014 10.389
H -17.097 -14.377 12.039
H -18.296 -14.711 11.032
Br -15.785 -14.194 13.875
N -16.239 -12.951 9.360
S -16.900 -11.602 8.594
O -16.339 -11.039 7.407
O -17.622 -10.741 9.489
F -18.148 -12.423 7.949
S -14.858 -12.262 9.606
O -14.830 -11.247 10.620
O -13.996 -12.107 8.463
F -14.276 -13.564 10.371
C -15.498 -15.397 5.158
C -15.195 -14.486 6.317
O -15.722 -15.056 7.508
H -16.565 -15.522 5.000
H -14.985 -16.360 5.253
H -14.879 -15.015 4.337
H -15.749 -13.555 6.154
H -14.124 -14.275 6.363
H -15.964 -14.362 8.144
C -18.831 -17.042 13.047
C -19.982 -16.015 13.262
C -19.756 -15.444 14.669
C -20.651 -14.249 14.936
C -20.405 -13.159 13.899
C -20.465 -13.592 12.405
N -19.921 -14.970 12.232
O -20.037 -15.499 10.923
C -21.969 -13.516 12.019
C -19.641 -12.614 11.596
C -21.286 -16.815 13.282
H -18.984 -17.582 12.113
H -18.954 -17.778 13.845
H -17.846 -16.594 13.173
H -19.875 -16.157 15.484
H -18.717 -15.097 14.683
H -20.457 -13.814 15.918
H -21.708 -14.533 14.931
H -19.443 -12.677 14.097
H -21.123 -12.358 14.087
H -22.279 -12.483 12.164
H -22.060 -13.726 10.948
H -22.577 -14.259 12.530
H -19.795 -12.636 10.515
H -19.917 -11.589 11.859
H -18.591 -12.711 11.857
H -21.411 -17.418 12.379
H -22.149 -16.142 13.316
H -21.392 -17.380 14.206
H -20.933 -15.869 10.880
C -19.097 -15.700 7.488
C -19.242 -17.224 7.364
C -20.125 -17.496 6.120
C -20.159 -18.932 5.653
C -18.734 -19.356 5.314
C -17.745 -19.067 6.491
N -17.901 -17.756 7.109
O -17.012 -17.596 8.174
C -17.835 -20.236 7.485
C -16.370 -19.142 5.789
C -19.955 -17.736 8.625
H -20.059 -15.203 7.597
H -18.426 -15.439 8.310
H -18.502 -15.305 6.661
H -21.114 -17.160 6.445
H -19.785 -16.826 5.326
H -20.574 -19.532 6.470
H -20.916 -18.988 4.868
H -18.374 -18.816 4.436
H -18.702 -20.416 5.063
H -18.870 -20.264 7.848
H -17.238 -20.256 8.395
H -17.739 -21.214 7.006
H -16.281 -18.349 5.043
H -16.295 -20.055 5.197
H -15.557 -19.008 6.502
H -19.360 -17.642 9.537
H -20.887 -17.203 8.838
H -20.252 -18.787 8.578
H -16.398 -16.896 7.888
*
```

# 5
C6H20O7Ti as an isolated structure at a distorted geometry, computed with ωB97M-V with the def2-TZVPD basis set.

Values from the calculation:
LUMO energy (alpha / beta)   -2.480 / -2.629 eV
HOMO energy (alpha / beta)   -7.32 / -12.94 eV
Frontier orbital gap (alpha / beta)   4.84 / 10.31 eV
Total energy   -1616.443694 a.u.

```
! wB97M-V def2-TZVPD RIJCOSX def2/J DEFGRID3
* xyz 1 4
Ti 0.856 -0.274 0.357
C 2.059 2.644 1.270
C 0.554 2.691 1.373
O 0.044 1.447 1.871
O 2.457 1.504 0.480
H 2.457 2.514 2.284
H 2.431 3.572 0.838
H 0.111 2.807 0.382
H 0.253 3.564 1.954
H 0.255 1.460 2.815
H 3.279 1.787 0.065
C 1.250 -1.695 -2.270
C 1.612 -0.222 -2.482
O 0.738 0.682 -1.802
O 1.620 -2.198 -0.975
H 1.782 -2.264 -3.039
H 0.181 -1.830 -2.464
H 1.586 -0.034 -3.559
H 2.667 -0.118 -2.198
H 0.806 1.500 -2.306
H 1.287 -3.100 -0.917
C -3.943 -1.176 0.338
C -2.883 -0.362 -0.383
O -1.591 -0.873 -0.144
O -4.030 -2.472 -0.257
H -4.903 -0.654 0.341
H -3.663 -1.288 1.395
H -2.971 0.636 0.051
H -3.149 -0.306 -1.439
H -1.650 -1.832 -0.253
H -4.944 -2.766 -0.232
O 1.721 -1.026 2.599
H 2.434 -1.600 2.904
H 1.286 -0.718 3.403
*
```

In the order shown, the computed energy relative to the best compared isomer or geometry (same formula, charge and spin) values come out to 2.488; 0.865; 6.566; 0.000; 0.000 eV.